Entry 1:
37
Properties=species:S:1:pos:R:3 method="wB97M-V/def2-TZVPD" lumo_ev=-5.885 orbital_gap_ha=0.200 homo_energy_ev=-11.3 charge=+1
H -6.131 4.105 1.225
C 1.578 -2.673 0.674
C -1.964 -1.323 1.525
H 2.254 -0.167 -5.535
H -3.547 1.701 4.699
C 1.549 0.532 -0.333
C 2.299 -1.824 -4.168
H 4.608 0.473 -5.111
C -5.390 4.124 3.231
H 4.967 -2.750 -2.296
C 3.763 -1.492 1.978
H -4.550 3.925 5.189
C -5.557 3.571 1.973
C 4.943 -1.097 -3.684
H 1.204 -3.602 1.199
O -2.508 -0.786 2.397
N -1.287 -1.977 0.625
C 3.072 -2.532 -3.264
C -4.986 2.336 1.690
N 2.343 1.313 0.004
O 0.586 -0.423 -0.731
C -4.263 1.664 2.671
S 0.290 -1.313 0.685
H 4.404 -0.638 2.358
C 4.387 -2.180 -3.012
C 2.803 -2.087 1.480
F -5.935 5.317 3.503
H 5.974 -0.817 -3.500
H -5.104 1.898 0.705
C 2.853 -0.734 -4.831
H 1.961 -2.851 -0.392
C -4.668 3.467 4.214
H -3.820 0.698 2.452
C 4.174 -0.374 -4.590
H 1.274 -2.125 -4.349
C -4.107 2.228 3.934
F 2.533 -3.586 -2.615

***

Entry 2:
36
Properties=species:S:1:pos:R:3 method="wB97M-V/def2-TZVPD" relative_energy_kcal_mol=25.6 lumo_ev=-6.441 orbital_gap_ha=0.175 homo_energy_ev=-11.2 charge=+1
C -1.764 1.354 2.991
C -3.874 -0.418 2.967
C -0.388 -2.981 -0.745
H 2.097 -1.948 2.970
H 2.062 -6.371 -1.167
C -0.119 -4.013 -1.610
H -0.348 -4.053 -2.662
H -0.876 -2.050 -1.004
N 0.042 -3.281 0.496
H 0.642 2.103 3.063
F -4.919 -1.274 2.951
C 1.121 -0.018 3.014
H -0.172 -1.677 3.046
F 2.903 3.183 2.979
H 1.006 -4.994 1.261
H 0.788 -6.421 -2.388
H -2.440 -1.960 2.996
C 2.235 -0.882 2.983
N 0.501 -4.986 -0.867
C -0.175 -0.598 3.032
C -4.108 0.946 2.952
C 3.523 -0.399 2.955
C -1.473 -0.025 3.011
H -1.004 2.099 2.994
C 3.750 0.966 2.952
C 1.405 1.362 3.017
H -5.114 1.322 2.929
F -3.272 3.167 2.947
C 2.688 1.847 2.983
C -3.050 1.832 2.963
C 0.989 -6.290 -1.327
H 0.496 -7.093 -0.783
H 4.754 1.348 2.926
C -2.584 -0.895 2.996
F 4.573 -1.250 2.933
C 0.572 -4.478 0.418

***

Entry 3:
37
Properties=species:S:1:pos:R:3 method="wB97M-V/def2-TZVPD" relative_energy_kcal_mol=16.1 lumo_ev=-0.738 orbital_gap_ha=0.292 homo_energy_ev=-8.7 smiles="O=C1Nc2ccc(S(=O)(=O)NCc3ccccn3)c3cccc1c23"
C -3.862 -2.140 0.161
H -2.550 -3.567 1.066
C -2.885 0.024 -0.065
H -4.674 -2.843 0.050
N -4.493 1.263 -1.006
C 5.730 -0.976 -1.635
O 1.636 1.614 1.270
O 0.858 -0.456 2.372
H 1.923 -1.455 0.329
C -1.571 -1.693 0.910
N 1.523 -0.600 -0.022
C 6.449 -0.397 -0.601
S 0.923 0.368 1.201
C -1.008 1.956 0.121
H -2.429 3.317 -0.774
C 2.274 0.012 -1.101
O -6.165 -0.304 -1.212
C 3.765 -0.090 -0.902
C 5.759 0.376 0.321
H -5.004 2.035 -1.403
H 1.968 1.060 -1.131
C -2.253 2.308 -0.440
H 6.216 -1.589 -2.383
H 7.514 -0.545 -0.521
H 3.810 1.130 0.859
H 2.008 -0.476 -2.044
N 4.424 -0.833 -1.782
C -5.048 -0.010 -0.870
C -3.980 -0.834 -0.243
C 4.392 0.536 0.172
C -3.200 1.320 -0.533
H -0.662 -2.035 1.378
C -0.713 0.695 0.573
C -1.664 -0.347 0.498
H -0.239 2.708 0.216
H 6.279 0.849 1.142
C -2.643 -2.541 0.739

***

Entry 4:
39
Properties=species:S:1:pos:R:3 method="wB97M-V/def2-TZVPD" relative_energy_kcal_mol=16.6 lumo_ev=-4.042 orbital_gap_ha=0.287 homo_energy_ev=-11.9 charge=+1
N 6.891 4.129 -7.026
C -0.258 -1.149 4.111
N 1.235 -2.820 -1.850
H 5.387 3.535 -1.649
C 6.292 3.736 -6.130
C 4.493 2.348 -5.208
N 1.758 0.839 -0.560
C -1.085 -2.049 4.765
H -1.738 -2.705 4.210
C 0.845 -1.832 -1.404
H 2.971 1.169 -4.311
C -0.205 -1.232 6.853
C 2.207 1.088 -1.776
C 3.631 2.014 -0.388
H 4.250 2.023 -6.209
C 5.540 3.242 -5.006
H 1.551 -3.656 -2.301
N -1.146 -1.719 2.028
O 0.685 -0.409 2.061
C 4.089 2.299 -2.848
H 6.672 4.351 -3.562
H 4.489 2.566 -0.056
C 5.858 3.657 -3.719
C 0.593 -0.294 4.785
H 1.221 0.392 4.239
C 2.658 1.399 0.322
Pd 0.350 -0.489 0.011
H 1.712 0.798 -2.685
H -1.685 -2.778 6.677
C 5.132 3.188 -2.638
C 0.611 -0.342 6.171
H 2.519 1.339 1.387
O -1.138 -1.516 0.741
N 3.335 1.816 -1.724
C 3.769 1.874 -4.130
N -0.270 -1.085 2.660
H -0.184 -1.266 7.933
H 1.268 0.320 6.717
C -1.049 -2.081 6.149

***

Entry 5:
39
Properties=species:S:1:pos:R:3 method="wB97M-V/def2-TZVPD" spin_multiplicity=6 relative_energy_kcal_mol=73.9 lumo_ev="-7.083 / -7.562" orbital_gap_ha="0.229 / 0.206" s_squared=8.771 homo_energy_ev="-13.3 / -13.2" charge=+2
N -0.510 -4.875 2.341
C 1.890 3.158 0.328
C -1.591 -3.715 0.315
Br -1.086 0.402 -1.501
H 1.501 -2.532 3.485
H 1.809 5.952 -1.583
H 0.143 5.714 -3.434
Fe -0.357 -1.490 0.435
H 2.278 2.829 1.281
N 0.033 -2.769 1.837
H 2.796 0.905 3.791
C 0.816 -3.175 2.982
H -2.722 -1.902 -2.179
C -3.122 -3.921 -1.298
Cl 3.336 -0.967 4.078
H -1.488 4.374 -4.624
C -0.694 2.116 -2.159
H -2.120 2.009 -3.778
C 0.453 -4.443 3.279
C -0.097 4.704 -3.095
C 2.207 4.459 -0.141
C -1.357 2.618 -3.271
C 1.533 4.979 -1.216
H 2.931 5.073 0.385
C 2.599 0.353 2.988
H -3.916 -4.377 -1.904
N -2.505 -4.576 -0.199
C -0.729 -3.833 1.510
C 0.582 4.236 -1.938
C 0.889 2.523 -0.309
H -1.063 -5.742 2.314
H 3.155 0.817 2.330
N -1.603 -2.561 -0.409
Cl 1.255 0.073 1.699
H 0.810 -5.088 4.103
C -1.062 3.938 -3.708
H -2.683 -5.496 0.172
C -2.566 -2.685 -1.434
C 0.256 2.917 -1.470

***

Entry 6:
44
Properties=species:S:1:pos:R:3 method="wB97M-V/def2-TZVPD" lumo_ev=-9.897 orbital_gap_ha=0.163 homo_energy_ev=-14.3 charge=+2
H -3.081 -5.723 1.927
F 0.010 3.156 0.169
H 0.028 -3.482 -5.266
H -1.460 -2.165 3.849
O 0.258 -2.873 -4.554
H 0.258 -2.760 -2.715
H -2.113 0.271 -6.853
N 0.402 -1.758 -0.967
C -1.431 0.025 -6.051
C -2.033 -3.077 3.884
O 3.358 2.973 1.874
C -2.185 -3.892 2.707
C 0.983 3.672 0.910
C -0.957 1.028 -5.208
H -4.118 -6.380 4.066
C 1.392 -0.966 -2.975
C -1.649 -3.644 1.468
O 2.684 2.055 -0.353
C -3.537 -5.472 3.990
N 0.637 -1.962 -2.174
C -0.075 0.713 -4.186
H -2.505 -2.859 5.946
H -3.817 -4.941 6.049
H 0.342 1.479 -3.547
C -1.041 -1.294 -5.876
C -0.816 -2.580 0.924
O 1.650 1.189 1.539
C 0.336 -0.603 -4.023
C -0.427 -2.715 -0.363
O 1.853 0.015 -2.230
C -0.160 -1.596 -4.853
H -0.743 -3.570 -0.953
H 2.183 -1.582 -3.445
C -2.615 -3.462 5.056
Br -0.266 -1.073 1.854
C -2.962 -5.105 2.808
F 0.515 3.940 2.112
Pd 1.570 0.361 -0.328
H -1.257 2.054 -5.364
C -3.362 -4.651 5.109
S 2.345 2.434 1.063
H -1.419 -2.076 -6.525
H -1.875 -4.397 0.717
F 1.452 4.757 0.335